Entry 1:
# C3H4N2

C3H4N2 in the gas phase (ωB97M-V with the def2-TZVPD basis set, the Open Molecules 2025 dataset).

Its HOMO energy is -9.13 eV. Its gap between HOMO and LUMO is 10.12 eV. As for the SMILES: c1cn[nH]c1.

Cartesian coordinates (Å):
C -0.9585 0.2720 0.1441
C 0.0195 1.1780 0.4052
N 1.2668 0.7393 0.0076
N 1.0487 -0.5107 -0.3711
C -0.2473 -0.9296 -0.1923
H -2.0661 0.2358 0.2687
H -0.2605 2.2300 0.7224
H 1.7815 -1.2503 -0.6024
H -0.5840 -1.9646 -0.3821

Forces on atoms 1 to 6 (eV/Å):
C -1.116 -4.362 0.239
C 1.186 2.390 -0.907
N -1.234 0.920 0.917
N -0.500 -3.120 0.298
C -0.328 1.801 -0.765
H 1.280 0.570 0.120

Entry 2:
# C36H57BCl4N7O8

10 unconnected molecules or ions with the total composition C36H57BCl4N7O8 (ωB97M-V with the def2-TZVPD basis set, the Open Molecules 2025 dataset).

Its HOMO energy is -8.10 eV. Its gap between HOMO and LUMO is 9.95 eV. Its net charge is -1.

Cartesian coordinates (Å):
O -2.9998 1.8345 0.6111
C -2.0335 1.4734 -0.0896
O -1.2422 0.4354 0.1437
B -0.2210 0.4040 -0.9191
O -0.4559 1.6206 -1.7249
C -1.5062 2.2363 -1.2837
O -2.0082 3.2670 -1.7266
O -0.2173 -0.8446 -1.6837
C 0.9885 -1.4350 -1.6067
O 1.3769 -2.4111 -2.2450
C 1.8952 -0.4739 -0.7455
O 1.1337 0.4767 -0.3030
O 3.0422 -0.8235 -0.4344
C -2.8763 0.8613 5.1329
C -1.8868 1.9663 4.7790
C -2.4375 3.3440 4.6761
C -3.4576 3.3718 3.6547
N -4.2839 3.3701 2.8348
H -3.6639 0.8333 4.3799
H -3.2904 0.9992 6.1317
H -2.4185 -0.1254 5.0633
H -1.4132 1.6647 3.8447
H -1.0748 1.8726 5.5000
H -1.6925 4.1022 4.4351
H -2.9750 3.5770 5.5953
C -0.6195 -0.9469 3.0792
C 0.1945 -1.9595 2.2955
C -0.6387 -2.8745 1.3500
C -1.6558 -3.5894 2.1194
N -2.4032 -4.1776 2.7730
H -0.9763 -1.3202 4.0391
H -1.5072 -0.5634 2.5762
H 0.0106 -0.0821 3.2870
H 0.7370 -2.5626 3.0236
H 0.9296 -1.3932 1.7235
H -0.0085 -3.6240 0.8713
H -1.1700 -2.2654 0.6187
C 1.4710 0.8415 -5.1286
C 2.9262 0.3359 -4.8309
C 3.1437 -1.1801 -4.8336
C 2.4344 -1.9108 -5.8778
N 1.8357 -2.4979 -6.6553
H 1.1466 0.6253 -6.1465
H 1.3797 1.9169 -4.9761
H 0.8147 0.3452 -4.4136
H 3.1036 0.7360 -3.8326
H 3.6672 0.8504 -5.4427
H 2.8441 -1.6007 -3.8737
H 4.1805 -1.5038 -4.9251
C -5.0485 -1.6372 3.1632
C -5.5749 -1.8751 1.7907
C -6.6337 -0.7673 1.3941
C -6.2199 0.6251 1.1763
N -5.8985 1.7578 1.0664
H -4.3021 -2.3546 3.5043
H -5.8229 -1.6061 3.9297
H -4.5149 -0.6875 3.2003
H -6.1397 -2.8052 1.7269
H -4.8422 -1.9345 0.9859
H -7.4994 -0.6875 2.0516
H -7.0883 -1.0709 0.4511
C 4.8836 -2.4883 4.9234
C 3.7517 -1.7802 4.1737
C 4.2002 -1.1974 2.8783
C 4.8772 -2.0881 1.9223
N 5.3908 -2.8378 1.1821
H 4.6172 -2.5779 5.9765
H 5.8063 -1.9387 4.7370
H 5.1156 -3.4797 4.5345
H 3.2555 -1.0815 4.8472
H 2.9888 -2.4944 3.8638
H 4.8088 -0.3108 3.0564
H 3.3187 -0.8542 2.3368
C 3.1057 3.0804 -0.0278
C 2.0929 3.4564 1.1086
C 2.5517 2.9871 2.4977
C 3.8428 3.5340 3.0128
N 4.7993 3.9674 3.4650
H 4.1309 3.3516 0.2241
H 2.7686 3.5221 -0.9656
H 3.0313 2.0015 -0.1639
H 1.1273 2.9537 1.0540
H 2.0543 4.5401 0.9983
H 2.7027 1.9091 2.5542
H 1.7717 3.3860 3.1462
C -4.0512 -0.8015 -5.3251
C -2.9439 -0.7864 -4.2890
C -3.2846 -1.6471 -3.0831
C -4.3731 -1.0161 -2.2806
N -5.2385 -0.5059 -1.6984
H -4.3184 -1.8020 -5.6654
H -3.7043 -0.2345 -6.1890
H -4.9543 -0.3502 -4.9142
H -2.8582 0.2460 -3.9500
H -2.0270 -1.1715 -4.7352
H -2.4109 -1.8725 -2.4716
H -3.6810 -2.5736 -3.4984
Cl 2.1870 5.7585 -2.6631
C 0.7350 4.9444 -3.3814
C 0.1652 5.6741 -4.6586
Cl 1.2210 5.3981 -6.1065
H -0.0282 4.9370 -2.6032
H 1.0811 3.9362 -3.6090
H 0.1715 6.7526 -4.5012
H -0.8785 5.4291 -4.8555
Cl 3.8452 -6.5832 -2.2917
C 4.1182 -5.0388 -1.4450
C 4.1831 -3.8159 -2.3652
Cl 5.4388 -3.9324 -3.6143
H 5.1012 -5.0964 -0.9777
H 3.3606 -4.9068 -0.6725
H 4.3478 -2.8872 -1.8187
H 3.2663 -3.7677 -2.9528

Forces on atoms 1 to 6 (eV/Å):
O 3.356 -1.477 -2.294
C -3.702 1.580 3.151
O 0.286 -0.352 -0.599
B 0.035 0.291 0.549
O 1.139 -0.971 -0.683
C -2.194 2.775 -0.747

Entry 3:
# C35H36F5N2O4OsP2Se3

A molecular structure, C35H36F5N2O4OsP2Se3 (ωB97M-V with the def2-TZVPD basis set, the Open Molecules 2025 dataset).

Its HOMO energy (alpha / beta) is -10.46 / -10.46 eV. Its gap between HOMO and LUMO (alpha / beta) is 6.71 / 6.72 eV. Its net charge is +1.

Cartesian coordinates (Å):
Os -0.0932 0.8585 0.1162
N -1.1413 -0.3377 1.5132
C -1.7493 0.4880 2.5491
C -2.4158 -0.0399 3.6153
C -2.9875 0.8136 4.5807
C -2.8746 2.1710 4.4605
C -2.1858 2.7368 3.3639
C -2.0045 4.1288 3.1872
C -1.2985 4.5812 2.1129
C -0.7818 3.6549 1.1887
N -0.9575 2.3595 1.3054
C -1.6299 1.8796 2.3981
H -1.8721 -0.9282 1.1172
H -0.4682 -0.9767 1.9350
H -2.5125 -1.1147 3.7141
H -3.5132 0.3834 5.4219
H -3.3047 2.8284 5.2053
H -2.4167 4.8160 3.9154
H -1.1187 5.6344 1.9537
H -0.2073 3.9830 0.3347
Se -1.8932 -1.4554 -2.6346
P -0.3030 -2.4238 -1.4116
Se 1.2683 -1.0418 -0.8941
C -1.0431 -3.2280 0.0303
C -2.3766 -3.6289 0.0342
C -2.8979 -4.2783 1.1442
C -2.0891 -4.5341 2.2416
C -0.7539 -4.1473 2.2355
C -0.2266 -3.4931 1.1325
C 0.3224 -3.7116 -2.5025
C 0.9157 -3.3387 -3.7099
C 1.4214 -4.3125 -4.5504
C 1.3409 -5.6535 -4.1895
C 0.7556 -6.0223 -2.9890
C 0.2416 -5.0524 -2.1393
H -3.0135 -3.4226 -0.8166
H -3.9392 -4.5714 1.1515
H -2.4986 -5.0395 3.1066
H -0.1224 -4.3572 3.0887
H 0.8117 -3.1832 1.1194
H 0.9823 -2.2916 -3.9794
H 1.8817 -4.0310 -5.4877
H 1.7389 -6.4124 -4.8499
H 0.6956 -7.0655 -2.7097
H -0.2184 -5.3420 -1.2036
F -7.2582 -0.4884 0.3553
C -5.9681 -0.1752 0.3761
C -5.5417 1.0941 0.5205
F -6.3019 2.0851 0.9557
C -4.1830 1.4669 0.0132
F -3.7136 2.6383 0.4032
C -3.5400 0.5974 -0.7650
Se -1.7675 0.7624 -1.5276
C -4.4949 -0.5317 -0.8959
F -5.0943 -0.6786 -2.0517
C -4.9197 -1.2523 0.2119
F -3.9433 -1.1458 1.2026
C 1.7259 1.7960 -3.0371
C 1.5926 2.9306 -2.0395
C 0.3883 3.8037 -2.3403
C 2.8556 3.7736 -1.9860
O 1.3293 2.3255 -0.7068
P 2.4143 2.0983 0.5352
O 2.9480 3.3410 1.0893
O 1.4867 1.2254 1.4022
O 3.4534 1.1609 -0.2084
C 4.7806 0.8099 0.3332
C 4.6550 0.4806 1.8126
C 5.7210 1.9787 0.0941
C 5.1892 -0.4107 -0.4693
H 1.9196 2.2086 -4.0283
H 0.8111 1.2021 -3.0857
H 2.5515 1.1409 -2.7615
H 0.4570 4.1806 -3.3609
H 0.3573 4.6632 -1.6693
H -0.5409 3.2397 -2.2514
H 2.9688 4.2719 -2.9495
H 3.7377 3.1594 -1.8149
H 2.7960 4.5281 -1.2036
H 4.3595 1.3612 2.3858
H 5.6184 0.1386 2.1914
H 3.9190 -0.3094 1.9675
H 5.3603 2.8706 0.6046
H 5.8072 2.1861 -0.9738
H 6.7139 1.7311 0.4714
H 4.4900 -1.2305 -0.2998
H 6.1869 -0.7337 -0.1708
H 5.2058 -0.1761 -1.5343

Forces on atoms 1 to 6 (eV/Å):
Os -0.452 -0.191 -0.169
N 0.055 0.020 -0.024
C 0.014 -0.039 -0.042
C -0.013 0.011 0.011
C -0.005 0.024 0.005
C 0.002 -0.039 0.001